The following is a DFT calculation (ωB97M-V/def2-TZVPD) of a molecular structure, C22H21BrIrN3O2PSSe2.

Properties
**<S²>**: 8.77
**HOMO level (spin up / spin down)**: -13.6 / -14.8 eV
**Kohn-Sham gap (spin up / spin down)**: 7.90 / 5.79 eV
**LUMO (spin up / spin down)**: -5.7 / -9.0 eV
**2S+1**: 6
**Net charge**: +2

Each line ends with the natural charge from an NBO analysis.
Geometry (Å):
C  -3.9113  -2.5931  -2.7730  -0.431
H  1.7127  4.4567  0.0374  0.233
C  2.0932  2.8802  -1.8424  -0.189
O  2.4419  -2.2909  1.4078  -0.775
H  -3.5121  -0.5081  -3.1860  0.221
H  2.8593  3.5601  -3.6997  0.249
H  0.5583  3.5342  -4.7861  0.244
H  3.0371  2.9991  -1.2589  0.231
C  -0.8475  -4.5001  4.0276  -0.102
H  -2.8467  -4.1231  3.2281  0.257
H  -4.1417  -3.2166  -1.8208  0.226
C  2.5340  4.0714  3.7988  -0.197
C  1.6724  3.2286  1.7257  -0.493
C  -1.7903  -3.9236  3.1509  -0.226
P  1.1434  1.8862  0.6935  0.992
C  0.4732  -4.2661  3.8580  -0.195
N  -0.0085  -3.0039  1.9646  -0.507
C  1.9832  3.3284  -3.1432  -0.187
C  2.8389  5.2658  3.1125  -0.131
H  2.7498  6.4023  1.3011  0.248
H  -0.8167  -3.9311  -3.1664  0.439
H  -1.7492  -0.4468  -1.4038  0.437
H  1.8448  2.1042  3.6277  0.226
C  0.7178  3.2984  -3.7063  -0.152
H  3.3692  6.0410  3.6656  0.242
H  -3.9831  -0.8303  -1.5409  0.223
C  0.8719  -3.5210  2.8091  0.101
H  -1.1952  -5.1821  4.7623  0.252
N  -2.0176  -1.2974  -1.9193  -0.574
C  -1.1682  -2.2747  -2.1803  0.385
H  -2.7820  -2.7123  -4.6138  0.228
Se  2.8030  0.4029  0.9160  0.270
N  -1.5542  -3.2723  -2.9647  -0.548
C  1.9578  4.4261  1.0945  -0.154
C  -2.8795  -3.2782  -3.6748  -0.229
Ir  0.8603  -1.4763  0.4192  1.053
C  2.0050  3.0249  3.0749  -0.127
C  -3.4086  -1.1981  -2.3780  -0.229
C  2.3129  -3.2148  2.4200  0.751
S  0.5577  -2.1245  -1.8237  -0.112
H  -1.3951  2.9596  -3.4769  0.237
H  -1.2248  2.3046  -1.1271  0.226
C  0.9770  2.4078  -1.1036  -0.393
Se  -0.4766  0.4672  1.0844  -0.240
C  -1.3088  -3.1564  2.1144  0.116
Br  -2.3992  -2.3210  0.8728  0.139
H  1.2556  -4.7344  4.4613  0.275
H  -3.2362  -4.3106  -3.7394  0.252
O  3.2170  -3.6850  3.0086  -0.475
H  -4.8751  -2.5954  -3.2569  0.261
C  -0.3052  2.5484  -1.6563  -0.186
H  2.8572  3.9950  4.8151  0.244
C  -0.4181  2.9361  -3.0078  -0.205
C  2.5464  5.4589  1.7983  -0.204


The following is a DFT calculation (ωB97M-V/def2-TZVPD) of a molecular structure, C4H9N3O2.

Properties
**HOMO level**: -9.1 eV
**Kohn-Sham gap**: 9.82 eV
**LUMO**: 0.7 eV

Each line ends with the natural charge from an NBO analysis.
Geometry (Å):
N  0.8446  -0.8814  1.3482  -0.857
C  1.4069  -0.0008  0.2715  0.882
H  -0.0503  1.4302  -2.1708  0.215
H  1.3165  -1.7726  1.4357  0.408
C  -0.6852  1.3412  -1.2842  -0.411
H  -1.7320  1.2959  -1.5891  0.197
O  2.3455  -0.4450  -0.3936  -0.714
H  2.3317  1.6515  0.4525  0.495
H  0.1731  -1.8263  -1.1550  0.239
C  -1.0504  -0.8051  0.4591  0.532
H  -0.5377  2.2203  -0.6600  0.225
H  0.5304  -0.4143  2.1931  0.398
N  -1.9163  -0.7819  1.3608  -0.709
H  -1.9662  0.0635  1.9210  0.360
N  -0.3105  0.1704  -0.5296  -0.421
C  -0.6836  -1.2187  -0.8808  -0.301
O  1.4951  1.3075  0.7917  -0.758
H  -1.5116  -1.3345  -1.5705  0.221


The following is a DFT calculation (ωB97M-V/def2-TZVPD) of a molecular structure, C30H30AsBF4N5OSTl.

Properties
**HOMO level**: -7.3 eV
**Kohn-Sham gap**: 6.15 eV
**LUMO**: -1.1 eV

Each line ends with the Löwdin charge.
Geometry (Å):
H  2.1541  -3.7121  2.6373  0.117
C  3.8033  4.2990  -2.3779  -0.077
C  -2.0212  -3.6280  -3.2240  -0.058
C  -1.3628  2.3455  -5.1715  -0.094
H  -3.0426  2.9520  4.2340  0.045
H  3.5487  0.0850  4.1303  0.107
N  1.4819  -0.6230  1.5990  0.038
F  -3.8404  0.6592  1.4366  0.043
H  2.1480  1.1619  2.3720  0.118
H  -1.8576  -5.5467  -2.1856  0.099
F  -2.5790  -0.8281  2.6678  0.113
C  -2.8551  3.0411  0.8206  -0.183
H  -2.5631  -4.0552  -4.0603  0.107
N  2.4151  0.4092  -1.7133  0.108
H  2.6220  -2.2481  -0.8626  0.075
C  -1.7755  -2.2970  -3.2173  0.003
H  -2.9917  3.1142  -4.0017  0.103
H  -3.3201  1.2677  3.6605  0.034
N  -0.8358  -0.3952  -2.0318  0.007
B  -3.2063  -0.6182  1.4353  -1.218
H  -2.2406  3.5293  0.0663  0.021
H  3.5619  -2.4196  4.2553  0.112
Tl  0.1906  0.3146  -0.0895  0.837
C  -0.7079  4.0874  2.6423  -0.205
C  -2.0486  1.4465  -3.0448  -0.032
S  0.5003  2.6843  -0.7510  0.699
O  -0.5728  1.3003  1.8215  -0.584
H  -3.5620  3.7537  1.2465  0.053
C  -0.9476  -3.9712  -1.1023  -0.010
H  0.5790  -0.2915  -4.2727  0.116
C  1.4537  -1.9510  1.6671  -0.304
C  -0.3642  1.3823  -5.2487  -0.079
C  2.9760  -0.5165  3.4399  -0.050
C  2.5746  4.0654  -1.7271  -0.121
H  0.3017  1.3568  -6.1031  0.102
C  -1.0474  0.4850  -3.1186  -0.321
C  3.0986  -0.6062  -2.1766  -0.303
H  -2.6961  1.4548  -2.1742  0.116
C  4.3130  -0.4393  -2.8923  -0.011
C  -2.2072  2.3697  -4.0683  -0.078
As  -1.6835  2.4873  2.2180  1.012
C  4.8032  0.8113  -3.0899  -0.002
H  -1.4824  3.0712  -5.9663  0.098
C  -0.2063  0.4559  -4.2266  -0.030
H  -0.6329  -4.5799  -0.2658  0.110
H  -0.1165  3.9146  3.5391  0.040
C  -1.6135  -4.4936  -2.1528  -0.082
C  2.2101  0.0841  2.4687  -0.105
F  -4.1174  -1.6170  1.1305  0.139
C  2.9717  -1.9081  3.5060  -0.048
C  -1.0859  -1.6787  -2.1085  -0.233
C  2.5696  -1.9937  -1.9248  -0.004
H  5.4902  3.3980  -3.3380  0.111
C  2.2044  -2.6326  2.6207  0.003
N  0.6697  -2.7280  0.7862  0.104
H  -1.8092  1.6870  4.5056  0.051
C  2.8631  1.6822  -1.9420  -0.217
C  4.0815  1.9295  -2.6134  -0.156
H  -0.0495  4.3097  1.8045  0.013
H  -2.1174  -1.6607  -4.0228  0.114
C  -0.6546  -2.5758  -1.0577  -0.232
H  5.7372  0.9705  -3.6178  0.120
H  1.5235  -2.0743  -2.2329  0.069
H  -1.3947  4.9175  2.8091  0.042
H  3.1496  -2.7315  -2.4749  0.083
H  -3.3825  2.1817  0.4194  0.030
H  1.9812  4.9093  -1.3936  0.098
H  4.1428  5.3170  -2.5257  0.106
N  0.0950  -2.0241  -0.0958  -0.041
C  -2.5860  2.0477  3.8351  -0.178
C  2.0829  2.7987  -1.5095  -0.564
C  4.5480  3.2486  -2.8229  -0.046
H  4.8340  -1.3130  -3.2611  0.111
F  -2.1976  -0.5786  0.3977  0.036


The following is a DFT calculation (ωB97M-V/def2-TZVPD) of 2 unconnected molecules or ions with the total composition C4H4S.

Properties
**HOMO level (spin up / spin down)**: -8.3 / -8.3 eV
**Kohn-Sham gap (spin up / spin down)**: 6.93 / 6.93 eV
**LUMO (spin up / spin down)**: -1.4 / -1.3 eV

Each line ends with the Löwdin charge.
Geometry (Å):
H  -1.5172  -0.0040  -0.7197  0.085
C  -0.0865  -0.4609  1.3487  -0.012
H  -0.0893  1.1877  -1.3074  0.151
S  -0.3354  3.1057  2.1458  -0.057
C  -0.4823  0.7714  0.8667  -0.220
H  0.1589  -1.0161  2.2493  0.108
H  1.4846  -0.7133  -0.1959  0.128
C  -0.5954  0.4313  -0.5913  -0.157
C  0.3895  -0.5357  -0.0662  -0.026